(1)
Molecular formula: C60H165N15O15
Method: DFT, ωB97M-V with the def2-TZVPD basis set

Computed properties:
- Gap between HOMO and LUMO: 8.973 eV
- Energy above the lowest of the compared OMol25 structures with the same formula, charge and spin: 128.7 kcal/mol
- LUMO: 0.44 eV
- Highest occupied orbital energy: -8.5 eV
- E_tot: -4334.52849 Ha

```
! RIJCOSX wB97M-V def2-TZVPD def2/J DEFGRID3
* xyz 0 1
C 18.405 -12.157 11.367
C 18.776 -13.340 10.468
C 19.594 -14.383 11.263
O 19.957 -15.365 10.381
C 20.554 -16.522 11.023
N 17.525 -13.898 9.892
H 19.330 -11.791 11.777
H 17.747 -12.528 12.151
H 17.801 -11.417 10.856
H 19.388 -13.013 9.690
H 19.100 -14.786 12.124
H 20.433 -13.863 11.605
H 20.194 -16.691 12.060
H 21.672 -16.395 11.033
H 20.387 -17.383 10.391
H 16.915 -14.375 10.574
H 17.631 -14.538 9.140
C 15.149 -11.979 16.684
C 16.126 -11.670 17.872
C 15.333 -11.832 19.150
O 16.105 -11.466 20.262
C 15.204 -11.458 21.375
N 17.267 -12.608 17.882
H 15.666 -12.267 15.783
H 14.671 -11.056 16.303
H 14.468 -12.794 16.992
H 16.478 -10.660 17.895
H 14.988 -12.906 19.369
H 14.447 -11.204 19.159
H 14.754 -12.440 21.529
H 14.427 -10.670 21.179
H 15.776 -11.094 22.234
H 16.991 -13.492 17.559
H 17.668 -12.809 18.817
C 26.419 -9.491 17.956
C 25.304 -10.346 17.424
C 25.554 -10.699 15.965
O 24.786 -11.682 15.335
C 23.560 -11.221 14.908
N 25.091 -11.484 18.258
H 26.171 -9.099 18.941
H 26.672 -8.757 17.226
H 27.264 -10.121 18.026
H 24.385 -9.808 17.506
H 26.599 -10.991 15.905
H 25.604 -9.755 15.355
H 23.635 -10.187 14.671
H 22.695 -11.388 15.528
H 23.347 -11.721 13.931
H 24.569 -12.164 17.686
H 25.974 -11.951 18.571
C 28.571 -13.414 18.191
C 28.226 -14.797 18.752
C 27.351 -15.528 17.749
O 26.289 -14.617 17.415
C 25.581 -14.937 16.238
N 29.327 -15.693 18.905
H 29.023 -12.790 18.972
H 27.642 -12.885 17.854
H 29.247 -13.453 17.269
H 27.685 -14.541 19.745
H 27.021 -16.529 18.091
H 28.049 -15.675 16.922
H 26.245 -15.465 15.494
H 25.256 -14.054 15.767
H 24.811 -15.681 16.517
H 28.925 -16.567 19.268
H 30.123 -15.488 19.501
C 23.028 -19.174 16.368
C 22.379 -19.669 15.086
C 21.593 -18.560 14.353
O 21.112 -19.028 13.132
C 19.993 -19.933 13.307
N 23.379 -20.183 14.154
H 22.364 -18.675 17.133
H 23.801 -18.426 16.120
H 23.467 -20.071 16.883
H 21.808 -20.535 15.475
H 22.170 -17.671 14.135
H 20.802 -18.124 14.993
H 19.645 -20.216 12.293
H 19.073 -19.435 13.662
H 20.284 -20.760 13.871
H 24.108 -20.604 14.761
H 23.782 -19.348 13.688
C 22.899 -12.571 10.415
C 22.291 -12.237 9.019
C 23.070 -11.070 8.488
O 24.355 -11.469 8.147
C 24.987 -10.479 7.387
N 22.204 -13.398 8.156
H 22.315 -13.366 10.869
H 22.714 -11.717 11.114
H 23.981 -12.882 10.383
H 21.281 -11.880 9.127
H 23.238 -10.313 9.284
H 22.511 -10.580 7.652
H 24.979 -9.512 7.921
H 24.376 -10.310 6.430
H 26.000 -10.698 7.051
H 23.122 -13.605 7.829
H 21.686 -14.139 8.676
C 23.232 -19.405 9.555
C 23.987 -18.465 10.524
C 25.087 -19.227 11.197
O 25.508 -18.437 12.302
C 26.640 -18.991 13.035
N 24.535 -17.262 9.929
H 22.847 -20.230 10.223
H 23.912 -19.655 8.707
H 22.426 -18.912 8.920
H 23.245 -18.226 11.326
H 25.942 -19.427 10.572
H 24.770 -20.224 11.560
H 26.601 -18.492 14.058
H 27.563 -18.673 12.539
H 26.605 -20.075 13.152
H 25.349 -17.489 9.327
H 24.622 -16.389 10.420
C 21.917 -10.491 19.025
C 20.670 -11.084 19.647
C 19.315 -10.362 19.453
O 19.319 -8.940 19.512
C 18.060 -8.344 19.670
N 20.616 -12.519 19.170
H 22.728 -11.190 19.326
H 22.098 -9.455 19.394
H 21.752 -10.438 17.963
H 20.874 -11.121 20.771
H 18.583 -10.773 20.121
H 19.026 -10.717 18.427
H 17.527 -8.960 20.450
H 17.505 -8.523 18.713
H 18.094 -7.257 19.823
H 20.038 -13.044 19.824
H 20.174 -12.512 18.236
C 23.534 -16.609 19.207
C 22.733 -15.279 19.474
C 22.851 -14.683 20.888
O 22.676 -15.511 22.064
C 21.253 -15.804 22.371
N 23.068 -14.209 18.532
H 23.386 -16.842 18.120
H 23.222 -17.460 19.837
H 24.641 -16.340 19.353
H 21.651 -15.398 19.207
H 22.207 -13.839 20.896
H 23.881 -14.320 20.994
H 20.781 -16.169 21.500
H 20.816 -14.855 22.646
H 21.240 -16.568 23.136
H 22.405 -13.434 18.682
H 24.042 -13.857 18.713
C 22.180 -7.221 16.958
C 21.425 -6.956 15.690
C 20.087 -7.757 15.579
O 20.387 -9.226 15.597
C 19.204 -10.018 15.493
N 21.082 -5.543 15.645
H 23.140 -6.647 17.089
H 22.302 -8.357 17.086
H 21.568 -6.985 17.841
H 22.053 -7.194 14.830
H 19.591 -7.557 14.633
H 19.505 -7.528 16.509
H 19.564 -11.000 15.355
H 18.585 -9.778 14.634
H 18.535 -9.850 16.312
H 21.840 -4.965 15.980
H 20.796 -5.163 14.776
C 28.071 -14.433 7.812
C 26.629 -14.195 8.179
C 25.626 -14.995 7.322
O 26.101 -16.379 7.287
C 25.176 -17.335 6.751
N 26.354 -14.309 9.659
H 28.318 -15.469 7.887
H 28.746 -13.872 8.475
H 28.321 -14.188 6.793
H 26.407 -13.130 7.914
H 25.566 -14.764 6.277
H 24.593 -15.027 7.710
H 25.500 -18.320 7.110
H 25.112 -17.352 5.649
H 24.127 -17.145 7.223
H 26.999 -13.827 10.296
H 26.428 -15.309 9.908
C 19.422 -20.082 17.990
C 18.950 -18.662 18.069
C 17.794 -18.493 19.094
O 16.607 -19.064 18.602
C 15.597 -18.826 19.532
N 19.958 -17.678 18.491
H 20.096 -20.461 17.162
H 18.577 -20.780 17.945
H 19.981 -20.339 18.913
H 18.640 -18.300 17.086
H 17.515 -17.461 19.182
H 18.061 -18.928 20.073
H 15.880 -17.902 20.073
H 15.527 -19.642 20.322
H 14.591 -18.695 19.115
H 20.372 -17.242 17.669
H 20.668 -18.119 18.983
C 28.930 -16.156 11.792
C 29.692 -14.838 11.640
C 29.296 -13.790 12.667
O 27.965 -13.377 12.683
C 27.782 -12.334 13.641
N 31.125 -14.979 11.814
H 27.894 -16.138 11.576
H 29.089 -16.485 12.832
H 29.312 -16.881 11.096
H 29.496 -14.392 10.686
H 29.986 -12.975 12.436
H 29.626 -14.109 13.665
H 26.899 -11.811 13.400
H 28.600 -11.635 13.648
H 27.657 -12.855 14.618
H 31.373 -14.989 12.802
H 31.366 -15.885 11.441
C 18.145 -16.896 14.693
C 17.095 -15.869 14.961
C 15.825 -15.885 14.147
O 16.177 -15.576 12.744
C 15.104 -15.722 11.856
N 16.640 -15.760 16.401
H 18.928 -16.728 15.427
H 18.521 -16.785 13.690
H 17.754 -17.891 14.840
H 17.470 -14.861 14.701
H 15.015 -15.252 14.567
H 15.421 -16.919 14.190
H 15.382 -15.510 10.851
H 14.146 -15.146 12.136
H 14.713 -16.754 11.719
H 16.313 -16.684 16.674
H 17.514 -15.555 16.860
C 20.530 -13.846 15.477
C 21.384 -15.083 15.124
C 22.676 -14.515 14.332
O 23.408 -15.706 14.000
C 24.486 -15.412 13.118
N 21.740 -15.922 16.303
H 19.749 -14.080 16.184
H 20.051 -13.472 14.547
H 21.063 -13.104 16.090
H 20.743 -15.676 14.466
H 23.151 -13.751 14.977
H 22.396 -13.927 13.386
H 24.035 -14.748 12.356
H 24.917 -16.362 12.714
H 25.368 -14.917 13.547
H 22.407 -16.608 15.990
H 22.189 -15.325 17.016
*
```

Here are the Mulliken charges for atoms 1 to 4, given in e: -1.48, -0.22, 1.68, -0.62



(2)
Molecular formula: C60H36CdF15GeN9O2S
Method: DFT, ωB97M-V with the def2-TZVPD basis set

Computed properties:
- Gap between HOMO and LUMO: 7.490 eV
- Energy above the lowest of the compared OMol25 structures with the same formula, charge and spin: 1.6 kcal/mol
- LUMO: 0.03 eV
- Highest occupied orbital energy: -7.5 eV
- E_tot: -7092.25773 Ha

```
! RIJCOSX wB97M-V def2-TZVPD def2/J DEFGRID3
* xyz 0 1
Cd 0.210 0.539 0.446
C -0.415 -0.924 5.180
C -1.735 -0.568 5.385
C -2.523 -0.242 4.293
C -1.956 -0.272 3.024
N -0.688 -0.631 2.829
C 0.060 -0.942 3.876
C -2.732 0.069 1.795
C -4.016 0.596 1.842
C -4.686 0.816 0.652
C -4.094 0.460 -0.545
C -2.807 -0.060 -0.513
N -2.139 -0.199 0.630
C -2.108 -0.567 -1.732
C -2.773 -0.732 -2.942
C -2.107 -1.316 -4.003
C -0.808 -1.758 -3.818
C -0.226 -1.552 -2.579
N -0.840 -0.943 -1.572
H 0.240 -1.169 6.004
H -2.149 -0.530 6.385
H -3.556 0.038 4.436
H 1.092 -1.203 3.662
H -4.479 0.851 2.783
H -5.675 1.256 0.658
H -4.614 0.614 -1.477
H -3.799 -0.416 -3.056
H -2.603 -1.440 -4.957
H -0.254 -2.243 -4.610
H 0.781 -1.902 -2.380
C 4.252 2.089 2.268
C 3.168 1.470 1.441
N 1.942 1.406 1.806
N 1.594 1.886 3.026
C 0.286 2.150 3.072
O -0.531 2.065 2.125
C -0.234 2.567 4.415
C 0.539 2.458 5.567
C -0.004 2.773 6.803
C -1.319 3.211 6.896
C -2.088 3.337 5.747
C -1.547 3.013 4.511
C 3.484 0.952 0.090
C 4.805 0.853 -0.344
C 5.072 0.366 -1.612
C 4.012 0.006 -2.428
C 2.729 0.158 -1.927
N 2.464 0.597 -0.703
H 3.806 2.593 3.119
H 4.822 2.811 1.680
H 4.949 1.331 2.638
H 1.561 2.115 5.476
H 0.600 2.682 7.697
H -1.741 3.461 7.862
H -3.110 3.690 5.815
H -2.129 3.093 3.602
H 5.613 1.152 0.308
H 6.093 0.275 -1.959
H 4.168 -0.375 -3.428
H 1.868 -0.076 -2.539
F -0.529 6.866 -2.064
C 0.476 6.447 -1.279
C 0.928 5.143 -1.347
C 1.950 4.809 -0.478
F 2.441 3.561 -0.493
C 2.511 5.702 0.411
F 3.504 5.331 1.224
C 2.034 7.001 0.446
F 2.558 7.883 1.294
C 1.011 7.377 -0.404
F 0.547 8.628 -0.369
Ge 0.099 3.686 -2.393
S -0.946 2.369 -1.096
C -1.042 4.511 -3.785
C -0.451 5.414 -4.653
F 0.846 5.733 -4.486
C -1.124 6.025 -5.692
F -0.514 6.895 -6.498
C -2.460 5.720 -5.888
F -3.137 6.292 -6.882
C -3.088 4.818 -5.050
F -4.375 4.521 -5.246
C -2.377 4.227 -4.017
F -3.050 3.364 -3.252
C 1.476 2.862 -3.570
C 2.799 3.244 -3.704
F 3.290 4.279 -3.013
C 3.679 2.598 -4.556
F 4.957 2.975 -4.636
C 3.231 1.537 -5.320
F 4.074 0.885 -6.121
C 1.909 1.139 -5.233
F 1.474 0.109 -5.968
C 1.062 1.811 -4.372
F -0.215 1.402 -4.332
C -1.245 -11.262 1.680
C -1.578 -9.872 1.211
C -1.416 -8.769 2.042
C -1.739 -7.489 1.613
C -2.203 -7.283 0.319
N -2.539 -5.987 -0.146
C -1.790 -4.833 -0.072
O -2.268 -3.752 -0.353
N -0.476 -5.033 0.293
C 0.496 -4.049 0.517
C 1.817 -4.450 0.682
C 2.790 -3.497 0.917
C 2.420 -2.163 0.958
N 1.159 -1.773 0.794
C 0.210 -2.687 0.598
C -2.365 -8.379 -0.524
C -2.068 -9.654 -0.075
H -0.846 -11.252 2.693
H -0.503 -11.728 1.030
H -2.131 -11.899 1.674
H -1.051 -8.912 3.052
H -1.646 -6.648 2.290
H -3.454 -5.831 -0.537
H -0.169 -5.987 0.392
H 2.077 -5.502 0.627
H 3.823 -3.782 1.060
H 3.150 -1.385 1.138
H -0.801 -2.326 0.502
H -2.721 -8.221 -1.534
H -2.206 -10.496 -0.742
*
```

Here are the Mulliken charges for atoms 1 to 4, given in e: 5.66, -1.01, -0.61, -0.88



(3)
Molecular formula: C60H42HgN11O2P
Method: DFT, ωB97M-V with the def2-TZVPD basis set

Computed properties:
- Gap between HOMO and LUMO (alpha / beta): 4.333 / 6.810 eV
- Energy above the lowest of the compared OMol25 structures with the same formula, charge and spin: 340.9 kcal/mol
- LUMO (alpha / beta): 1.67 / 1.67 eV
- Expectation value of S²: 0.79
- Highest occupied orbital energy (alpha / beta): -2.7 / -5.1 eV
- E_tot: -3558.75024 Ha

```
! RIJCOSX wB97M-V def2-TZVPD def2/J DEFGRID3
* xyz -1 2
Hg 0.695 -0.525 1.108
C -12.377 4.210 4.024
O -12.169 3.209 3.066
C -10.893 3.230 2.596
C -9.849 4.234 2.795
C -8.621 3.997 2.362
C -8.333 2.824 1.637
C -9.354 2.007 1.403
C -10.690 2.228 1.704
C -6.974 2.375 1.212
N -6.775 1.225 0.883
C -5.306 1.162 0.764
C -4.743 2.424 1.037
N -5.920 3.292 1.224
C -3.393 2.799 1.072
C -2.743 4.073 1.407
C -1.456 4.142 1.532
C -0.620 3.070 1.313
N -1.098 1.858 1.012
C -2.424 1.761 0.825
C -2.859 0.393 0.375
N -1.976 -0.563 0.225
C -2.454 -1.692 -0.053
C -3.812 -2.103 -0.300
C -4.835 -1.004 -0.133
C -4.360 0.201 0.317
H -13.383 4.041 4.482
H -12.286 5.217 3.513
H -11.627 4.045 4.828
H -10.067 4.979 3.449
H -7.830 4.814 2.496
H -9.030 1.241 0.725
H -11.506 1.699 1.221
H -6.012 4.075 1.837
H -3.325 4.868 1.679
H -1.102 5.141 1.696
H 0.540 3.202 1.366
H -1.630 -2.412 -0.152
H -4.077 -3.131 -0.471
H -5.869 -1.178 -0.147
C 6.758 0.738 5.110
C 5.918 -0.482 5.246
C 4.541 -0.251 4.828
C 4.132 1.003 4.390
C 4.889 2.097 4.319
C 6.318 1.847 4.732
P 2.463 1.279 3.587
C 3.281 0.848 1.908
C 3.563 1.923 1.022
C 4.120 1.689 -0.251
C 4.524 0.420 -0.496
C 4.426 -0.671 0.471
C 3.634 -0.386 1.615
C 1.360 -0.006 4.141
C 1.471 -0.451 5.463
C 0.578 -1.283 5.904
C -0.488 -1.805 5.098
C -0.500 -1.600 3.759
C 0.577 -0.736 3.205
H 7.841 0.222 5.279
H 6.206 -1.390 5.779
H 3.989 -1.406 4.711
H 4.819 3.217 3.946
H 6.724 3.005 4.790
H 3.214 3.003 1.362
H 4.518 2.435 -0.667
H 5.397 0.106 -1.217
H 4.893 -1.728 0.211
H 3.584 -1.182 2.303
H 2.250 0.127 6.199
H 0.420 -1.530 6.956
H -1.161 -2.584 5.514
H -0.901 -2.307 3.148
C 5.029 -5.785 -10.986
O 5.758 -4.965 -10.084
C 5.273 -4.657 -8.713
C 4.351 -5.394 -8.134
C 3.808 -5.057 -6.823
C 4.400 -3.958 -6.073
C 5.421 -3.281 -6.854
C 5.939 -3.667 -8.064
C 3.723 -3.374 -5.026
N 3.209 -4.084 -4.016
C 2.587 -3.266 -3.156
C 2.668 -1.992 -3.589
N 3.456 -2.055 -4.884
C 2.105 -0.911 -3.106
C 2.119 0.530 -3.497
C 1.386 1.502 -2.756
C 0.909 1.093 -1.376
N 1.068 -0.172 -1.023
C 1.579 -1.222 -1.784
C 1.506 -2.523 -1.209
N 0.649 -2.743 -0.214
C 0.670 -3.890 0.457
C 1.378 -4.921 0.093
C 2.033 -4.857 -1.140
C 2.051 -3.625 -1.880
H 5.461 -5.835 -12.004
H 4.000 -5.496 -11.052
H 4.877 -6.792 -10.626
H 3.817 -6.392 -8.636
H 3.100 -5.903 -6.390
H 5.790 -2.347 -6.247
H 6.553 -3.071 -8.607
H 3.595 -1.492 -5.705
H 2.229 0.930 -4.485
H 1.334 2.534 -2.937
H 0.640 1.724 -0.679
H -0.062 -3.720 1.395
H 1.460 -5.826 0.583
H 2.568 -5.655 -1.524
N 0.402 7.018 3.228
C 0.882 6.737 2.191
N 1.355 6.307 1.053
C 2.543 5.736 1.035
N 3.570 5.220 0.944
*
```

Here are the Mulliken charges for atoms 1 to 4, given in e: 1.70, -0.73, -0.42, 0.57